Record 1
Molecular formula: CH5O2PS
Method: DFT, ωB97M-V/def2-TZVPD

Values from the calculation:
HOMO level	-9.5	eV
SMILES string	OC(O)(P)S
HOMO-LUMO gap	10.016	eV
E_tot	-931.04207	Eh

Geometry as ORCA input:
```
! RIJCOSX wB97M-V def2-TZVPD def2/J DEFGRID3
* xyz 0 1
O 0.6618 -1.1820 -0.6744
C 0.0609 -0.2114 0.1927
O -0.8985 -0.8677 0.9634
P -1.0292 0.8839 -0.8236
S 1.3139 0.6276 1.3177
H 0.6371 -2.0109 -0.1428
H -1.0442 -1.6516 0.5351
H -0.1875 0.5156 -1.8242
H -0.4742 2.0457 -0.6564
H 0.9599 1.8507 1.1125
*
```


Record 2
Molecular formula: CH4O2
Method: DFT, ωB97M-V/def2-TZVPD

Values from the calculation:
HOMO level	-9.7	eV
SMILES string	C=O.O
HOMO-LUMO gap	10.241	eV
E_tot	-190.92842	Eh

Geometry as ORCA input:
```
! RIJCOSX wB97M-V def2-TZVPD def2/J DEFGRID3
* xyz 0 1
C 0.0000 0.0000 0.0000
O 0.7859 -0.8591 0.3141
H -0.1528 0.3053 -1.0625
H -0.6517 0.4889 0.7627
O 0.8814 1.3437 -2.0954
H 0.1324 0.9453 -2.5939
H 1.3164 1.9459 -2.7406
*
```